Entry 1:
Formula: C5H9F10FeN5O20S6
Source: the OMol25 dataset
Level of theory: ωB97M-V/def2-TZVPD

```
! wB97M-V def2-TZVPD RIJCOSX def2/J DEFGRID3
* xyz -1 6
Fe -0.3584 -0.9240 0.8261
C -1.9982 1.3053 -2.9002
F -1.1384 0.6102 -3.6712
F -1.4215 2.4284 -2.5659
F -2.9923 1.5560 -3.7470
S -2.6777 0.3335 -1.3272
O -3.4016 -0.8503 -1.8244
O -1.5594 -0.0034 -0.4047
O -3.6200 1.3160 -0.6397
C -1.3278 1.8862 3.9910
F -1.7586 1.9911 5.1897
F -1.4062 3.0946 3.4083
F -0.1065 1.3517 4.0980
S -2.3401 0.5218 3.1738
O -3.1523 -0.1895 4.1644
O -3.2154 1.2686 2.2620
O -1.3458 -0.2685 2.3496
N 1.3203 -1.3501 1.5136
S 2.9231 -1.0978 1.2663
O 3.7172 -2.2138 0.7151
O 3.5945 -0.0283 1.9562
F 2.6211 -0.3488 -0.1394
S 1.6673 -2.1024 2.9776
O 1.7028 -1.1317 4.0201
O 2.3425 -3.3645 3.0306
F 0.1531 -2.6448 3.1679
N -1.0981 -2.6008 0.7741
S -0.5613 -4.3042 0.6758
O -0.7314 -4.8823 -0.6373
O -0.6506 -5.0608 1.8972
F 1.0386 -3.9575 0.6018
S -2.5159 -3.2691 1.0291
O -2.9111 -3.3505 2.4118
O -3.2627 -3.9973 0.0172
F -3.2281 -1.9092 0.6404
C 1.4073 3.5830 -3.4069
N 1.7865 2.1632 -3.2439
O 1.5786 1.6191 -2.1571
O 2.2590 1.5229 -4.1743
H 0.3603 3.6452 -3.7038
H 2.0209 4.0928 -4.1496
H 1.5144 4.0354 -2.4210
C 1.2515 3.5598 0.5826
N 0.1205 2.5563 0.6581
O 0.4308 1.3518 0.8146
O -1.0329 2.8572 0.5094
H 2.2068 3.2695 0.1453
H 1.4559 3.8715 1.6069
H 0.7778 4.3700 0.0284
C 2.2839 -1.5264 -2.9561
N 0.8598 -1.4444 -2.5583
O 0.0086 -1.9194 -3.2277
O 0.5447 -0.8866 -1.5005
H 2.9270 -1.5938 -2.0786
H 2.5854 -0.5829 -3.4111
H 2.3519 -2.3582 -3.6573
*
```

Its expectation value of S² is 8.762. The value obtained for the HOMO-LUMO gap (spin up / spin down) is 7.78 / 6.47 eV. The calculation puts the HOMO energy (spin up / spin down) at -7.24 / -7.13 eV. The value obtained for the LUMO energy (spin up / spin down) is 0.54 / -0.66 eV.

Entry 2:
Formula: C5H9FN
Source: the OMol25 dataset
Level of theory: ωB97M-V/def2-TZVPD

```
! wB97M-V def2-TZVPD RIJCOSX def2/J DEFGRID3
* xyz 1 1
C -1.1541 -1.2597 0.5110
C -1.7186 0.1817 0.4589
C 1.8839 0.4045 -0.8686
C 0.9263 0.2913 1.1504
C -0.2349 -0.0921 0.1380
N 0.3938 0.1875 -1.1668
F 0.8135 1.5640 1.5835
H -1.2893 -1.7637 1.4629
H -1.4369 -1.8846 -0.3936
H -2.5219 0.4852 -0.2487
H -2.0423 0.6871 1.4389
H 2.0800 1.4390 -1.0173
H 2.4902 -0.3428 -1.0720
H 1.5440 -0.3806 1.6424
H -0.0131 0.9425 -1.6125
H 0.2795 -0.4591 -2.0065
*
```

The value obtained for the HOMO-LUMO gap is 9.41 eV. The calculation puts the HOMO energy at -13.81 eV. For the relative energy (zero: lowest compared OMol25 entry of this formula, charge and spin), the calculation gives 93.49 kcal/mol. The value obtained for the LUMO energy is -4.40 eV.